[1]
10
Properties=species:S:1:pos:R:3:forces:R:3:lowdin_charge:R:1 method="wB97M-V/def2-TZVPD" orbital_gap_ev=10.226 multiplicity=1 de_lowest_kj_mol=198.2
O 2.796255 0.568522 -0.008221 -0.19 0.07 0.12 -0.3952
O 1.540290 -1.437282 -0.050993 -2.88 -0.50 -1.24 -0.2772
O -1.375358 -1.400854 -0.028848 0.80 -0.94 -0.10 -0.4722
O 0.392323 0.868330 -0.780516 -0.23 -1.56 -0.42 -0.4048
O -2.181021 0.796514 0.739914 -2.68 0.77 -2.88 -0.2690
P -2.023444 -0.189712 -0.536460 -0.55 0.57 0.25 0.8246
S 1.489970 0.094720 0.355080 0.45 1.52 0.54 0.8533
H 0.569471 -1.805246 -0.145740 1.81 0.79 0.42 0.0923
H 0.255399 1.828908 -0.826776 0.77 -0.19 0.56 0.0689
H -1.463884 0.676100 1.282558 2.71 -0.52 2.74 -0.0207

---

[2]
9
Properties=species:S:1:pos:R:3:forces:R:3:lowdin_charge:R:1 method="wB97M-V/def2-TZVPD" orbital_gap_ev="9.883 / 9.882" multiplicity=1 total_charge=+1 de_lowest_kj_mol=189.2
O -2.326705 -0.064106 0.054559 -3.32 -1.06 0.99 0.1326
O 1.397311 -1.072429 -0.584539 -1.62 1.64 -3.23 0.1811
O 1.336234 1.148213 -0.001153 -0.18 1.95 -1.34 0.1904
O -1.173412 0.145418 -0.321131 2.95 0.65 -0.64 0.0264
O -0.072021 -0.339045 0.945565 -2.28 0.43 0.38 0.0942
O 1.125237 -0.100832 0.449698 1.80 -2.65 1.22 -0.1630
H -2.793625 0.730264 0.441892 0.92 -0.02 -0.08 0.2004
H 1.926986 -1.837165 -0.362787 0.99 -0.35 2.08 0.1557
H 0.579995 1.389682 -0.622105 0.73 -0.59 0.60 0.1822

---

[3]
9
Properties=species:S:1:pos:R:3:forces:R:3:lowdin_charge:R:1 method="wB97M-V/def2-TZVPD" orbital_gap_ev="11.934 / 6.803" multiplicity=3 total_charge=+1 de_lowest_kj_mol=52.9 s2=2.007
O 1.483066 -1.092842 0.517976 -3.13 2.22 0.95 0.0907
O -1.851686 0.129391 0.452414 -1.03 0.95 2.20 0.1499
O -0.034132 1.353995 -0.112215 1.11 1.28 1.65 0.0886
O 1.397895 -0.243386 -0.665306 2.63 -0.32 -0.44 0.0136
O -1.296086 -0.666965 -0.299026 -1.44 -3.85 -0.49 0.2227
O 0.213592 0.286874 -0.928064 0.67 1.03 -1.72 -0.0800
H 2.166870 -1.679107 0.276925 1.62 -1.35 -1.11 0.1004
H -1.658932 -0.158303 1.399756 -0.61 0.16 -0.29 0.2463
H -0.420586 2.070346 -0.642463 0.20 -0.12 -0.76 0.1677

---

[4]
5
Properties=species:S:1:pos:R:3:forces:R:3:lowdin_charge:R:1 method="wB97M-V/def2-TZVPD" orbital_gap_ev=10.068 multiplicity=1 de_lowest_kj_mol=47.6 smiles=OP
O 1.002615 0.425145 0.018461 2.11 1.62 2.82 -0.5514
P -0.684181 0.509389 0.127845 1.27 -0.68 2.38 0.7117
H 1.550685 0.868837 0.764570 -1.70 -1.13 -1.78 0.0729
H -0.475042 0.327891 -1.166053 -1.40 -0.88 -2.56 -0.1406
H -0.834347 -0.894084 0.625840 -0.28 1.07 -0.85 -0.0925

---

[5]
5
Properties=species:S:1:pos:R:3:forces:R:3:lowdin_charge:R:1 method="wB97M-V/def2-TZVPD" orbital_gap_ev="7.655 / 7.657" multiplicity=1 de_lowest_kj_mol=355.9
O 1.187506 -1.129865 0.587322 -0.86 2.48 -2.25 -0.3913
P -0.389568 1.046108 0.153248 1.29 -2.75 -1.76 0.7669
H 1.678349 -1.034514 -0.301737 -1.11 -0.13 1.89 -0.0380
H -0.873844 0.445377 -1.196729 0.71 0.83 1.87 -0.1214
H -1.602443 0.672894 0.757896 -0.03 -0.43 0.25 -0.2162

---

[6]
6
Properties=species:S:1:pos:R:3:forces:R:3:lowdin_charge:R:1 method="wB97M-V/def2-TZVPD" orbital_gap_ev=8.245 multiplicity=1 de_lowest_kj_mol=221.8
O 0.535895 -0.199722 1.156669 -0.85 -0.76 -1.25 -0.4772
P 0.665918 0.169250 -0.445878 0.03 2.65 0.06 0.4075
S -1.028571 -0.734451 -1.341006 -0.07 -1.13 1.42 0.2075
H 0.744962 0.398578 1.859519 0.25 0.81 0.31 0.0315
H -0.015655 2.228338 -0.736759 0.72 -2.76 0.51 -0.0184
H -0.902550 -1.861992 -0.492546 -0.09 1.18 -1.04 -0.1509